1:
Below is a structure of composition C8H21NO4P, with properties calculated with the ωB97M-V functional and the def2-TZVPD basis.

Summary:
**LUMO energy**: -2.7 eV
**HOMO level**: -12.525 eV

```
! RIJCOSX wB97M-V def2-TZVPD def2/J DEFGRID3
* xyz 1 1
C 2.53449 -0.65382 2.74944
C -1.61775 -2.90871 1.16976
C -0.69006 4.12476 -1.80227
C 1.38459 0.16630 2.17684
C -2.14041 -1.62845 0.51462
C -1.52875 2.86958 -2.06968
C 1.57249 -1.29190 -1.99931
C -0.47435 0.08070 0.65655
N 1.63815 -1.83778 -0.79925
O 0.41370 0.12927 -1.82826
O 0.61064 -0.55846 1.25708
O -1.25995 -0.73145 -0.14501
O -1.31245 1.70428 -1.25969
P 0.15053 1.47470 -0.67674
H 2.29777 -1.58000 3.24417
H 3.18134 -0.97901 1.94727
H 3.03726 -0.04657 3.40192
H -1.13783 -2.72658 2.08123
H -2.45391 -3.53589 1.29129
H -0.84180 -3.45411 0.52709
H -1.16537 5.02923 -2.15800
H -0.72162 4.19253 -0.69282
H 0.33394 3.96997 -2.13747
H 1.94422 0.98380 1.61904
H 0.79758 0.57237 2.95553
H -2.73090 -1.21100 1.31669
H -2.84612 -1.58361 -0.36162
H -1.49432 2.62675 -3.06673
H -2.58526 3.10120 -1.67994
H 1.01368 -1.73928 -2.84571
H 2.39542 -0.66402 -2.34844
H -1.21611 0.61643 1.23493
H 1.20509 -2.68943 -0.51184
H -0.41547 -0.37793 -1.75579
H 2.12156 -1.44389 -0.00486
*
```

***

2:
Below is the ion C8H21NO4P with charge +1, with properties calculated with the ωB97M-V functional and the def2-TZVPD basis.

Summary:
**LUMO energy**: -2.5 eV
**HOMO level**: -12.902 eV
**SMILES**: CCOP(=O)(OCC)[C@H](OC)[NH+](C)C

```
! RIJCOSX wB97M-V def2-TZVPD def2/J DEFGRID3
* xyz 1 1
C 1.57344 -3.31340 0.20851
C 1.90481 -1.99847 -0.43500
O 0.58708 -1.32558 -0.41222
P 0.44529 0.18412 -0.58621
O 0.39134 0.75714 -1.89961
O 1.38682 0.89986 0.48174
C 1.71745 2.28961 0.40785
C 3.21331 2.29871 -0.13286
C -1.49954 0.50490 0.55717
O -1.89410 -0.31501 1.57621
C -0.83747 -0.60753 2.45239
N -2.64463 0.53245 -0.39804
C -2.47628 1.40994 -1.48087
C -2.75941 -0.96135 -0.79590
H 2.65918 -3.86659 0.20141
H 1.08050 -3.20495 1.24981
H 0.83465 -3.79968 -0.44849
H 2.14936 -2.03483 -1.43695
H 2.52979 -1.39237 0.11463
H 1.28232 2.72997 -0.47169
H 1.65916 2.87703 1.30503
H 3.03872 2.09179 -1.24148
H 3.68857 3.29766 -0.07075
H 3.98214 1.63092 0.33458
H -1.17087 1.50852 0.81982
H 0.01603 -1.15568 1.88577
H -1.40888 -1.28720 3.09549
H -0.40962 0.24353 2.97157
H -3.48005 0.72429 0.17199
H -1.65320 1.19439 -2.22275
H -3.37860 1.56419 -2.06911
H -2.16279 2.40749 -1.02618
H -3.33057 -1.56290 -0.03437
H -3.24998 -0.91504 -1.70133
H -1.78393 -1.40593 -0.97016
*
```

***

Name the least stable of them. 1.

***

1:
Below is a cluster of 2 separate species, CH5N2S2 in total, with properties calculated with the ωB97M-V functional and the def2-TZVPD basis.

Summary:
**LUMO energy**: -5.3 eV
**HOMO level**: -13.802 eV

```
! RIJCOSX wB97M-V def2-TZVPD def2/J DEFGRID3
* xyz 1 1
C 0.12177 -1.12829 0.14360
N 0.07107 1.37015 0.33725
N -0.56883 -1.13323 -1.00883
S 1.80695 -1.31603 0.53253
S 0.13143 -1.54796 1.80858
H 0.58410 1.97523 0.96811
H -0.97265 1.67646 0.44828
H 0.03734 -0.84973 -1.80674
H 0.47098 1.85921 -0.49209
H -1.68217 -0.90580 -0.93068
*
```

***

2:
Below is a cluster of 2 separate species, CH5N2S2 in total, with properties calculated with the ωB97M-V functional and the def2-TZVPD basis.

Summary:
**LUMO energy (spin up / spin down)**: -7.2 / -6.4 eV
**HOMO level (spin up / spin down)**: -14.439 / -13.985 eV

```
! RIJCOSX wB97M-V def2-TZVPD def2/J DEFGRID3
* xyz 1 1
C 0.40592 0.86708 -0.12316
N -0.89243 0.72120 -0.11818
N 1.25653 -0.12821 0.00712
S -1.18244 -2.00035 -0.10954
S -2.20289 1.62771 0.13595
H 0.98190 1.74073 -0.14153
H 2.22487 0.13047 -0.17130
H 0.74506 -0.97361 -0.06844
H -0.70463 -1.79897 1.12578
H -2.76161 1.28274 -1.04833
*
```

***

3:
Below is a cluster of 2 separate species, CH5N2S2 in total, with properties calculated with the ωB97M-V functional and the def2-TZVPD basis.

Summary:
**LUMO energy**: -4.7 eV
**HOMO level**: -12.773 eV

```
! RIJCOSX wB97M-V def2-TZVPD def2/J DEFGRID3
* xyz 1 1
C -2.62920 -1.38425 -0.41868
N 0.78945 -0.03186 -0.01205
N -1.85141 -0.42139 -0.49827
S -2.59238 -3.06237 0.00204
S -4.27487 -1.83860 -0.74568
H -0.23867 -0.14510 -0.16359
H 1.05613 0.36133 0.89346
H -2.43329 0.32034 -0.77246
H 1.04861 0.79446 -0.69895
H 1.38145 -0.91676 -0.22049
*
```

***

Name the least stable of them. 2.

***

1:
Below is a cluster of 18 separate species, H37O18 in total, with properties calculated with the ωB97M-V functional and the def2-TZVPD basis.

Summary:
**LUMO energy**: -2.7 eV
**HOMO level**: -12.829 eV

```
! RIJCOSX wB97M-V def2-TZVPD def2/J DEFGRID3
* xyz 1 1
O -0.17498 0.22864 -1.01600
H 2.78308 -0.68845 0.59298
H -0.27392 0.75135 -0.23645
O 3.42219 2.25363 -2.38413
H 1.24553 4.18380 3.56540
O -1.81525 1.97282 -2.43408
H -1.74280 2.93365 -2.23416
H 3.12187 -2.30938 -3.08098
O 1.25647 -2.71512 -0.75988
H 3.09602 2.95185 -1.83585
H 0.81220 -1.82054 -0.74778
O 0.11368 0.70256 5.89795
H -0.57338 0.14690 5.48841
H -0.16675 -3.39627 -3.82862
O 0.55936 4.35651 2.87341
H 0.07489 3.53210 2.90631
H 2.91385 -2.95136 -2.07774
O -1.63096 -2.47686 -1.23676
H -2.83180 3.84298 0.99411
H -2.50163 -5.15456 -2.43983
O -1.04531 -1.66769 5.21092
H -1.23089 -1.87451 4.32832
H -1.05519 -2.49044 5.76373
O -0.21291 -2.96618 1.26963
H -0.57621 -2.70132 0.41610
H 2.68198 -0.18260 -3.97821
O 3.04164 -3.32364 -3.12567
H -1.34602 -1.50065 -1.00518
H 1.66432 -2.87179 0.09474
O -3.38437 2.31261 3.84340
H -3.16110 2.83610 3.07778
H -2.56653 1.86489 4.12132
O -0.57488 4.98391 0.25775
H -0.33256 4.90775 1.15216
H -0.47014 5.94166 0.23427
O 2.82688 -0.88115 -0.35317
H 0.03811 -3.86736 0.97434
H 3.62912 -0.44381 -0.59036
O 0.42489 -3.42429 -3.13446
H 2.03689 -3.38487 -3.29015
H 0.01687 -3.41455 -2.18803
O 0.31966 2.74591 -0.74312
H -0.28778 3.12205 -0.13887
H 0.21185 3.46879 -1.35140
O 3.01675 -0.64924 -3.07990
H -0.30275 0.96316 -1.70384
H -0.38184 1.37660 6.44383
O -3.27522 -4.74514 -2.01495
H -2.52618 1.79436 -1.81216
H -3.16136 -4.71870 -1.03388
O -2.79733 2.86198 0.89690
H 4.39576 2.28747 -2.37548
H -3.72792 2.61533 0.83268
H -2.15264 -2.38495 -1.99635
H 2.52469 -0.00687 -2.55091
*
```

***

2:
Below is a structure of composition H37O18, with properties calculated with the ωB97M-V functional and the def2-TZVPD basis.

Summary:
**LUMO energy**: -3.0 eV
**HOMO level**: -13.049 eV

```
! RIJCOSX wB97M-V def2-TZVPD def2/J DEFGRID3
* xyz 1 1
O -2.70563 2.11293 -4.57940
H -2.42298 -4.81761 -0.41951
H -1.73663 2.33094 -4.52085
O 1.45539 0.24640 2.76199
H 0.45947 0.90381 6.31163
O 5.81240 -0.07544 1.45364
H 6.01135 0.04424 0.52253
H 1.52830 2.85812 4.15228
O 4.21966 2.52183 1.52603
H 1.63213 1.08037 3.19994
H 4.73412 3.03888 0.91900
O 0.29454 -2.17407 3.11795
H 0.76676 -2.96511 2.85282
H 0.05739 1.35591 -4.43065
O 0.76762 1.06852 5.40720
H 1.05878 0.16205 5.21871
H -1.60607 1.14677 -0.62245
O -2.39685 -2.73857 2.42760
H -2.06569 0.02511 -2.47556
H -4.17699 0.08532 3.93040
O -2.11092 -1.52745 -0.09367
H -2.14194 -2.48107 -0.20958
H -2.16996 -1.20294 0.80523
O 2.75457 -3.12417 -3.06662
H 3.17757 -3.52237 -2.30160
H -0.02470 2.84413 3.84251
O -2.46940 1.23924 -1.04138
H -2.59010 -2.92983 3.35404
H 4.82893 2.27375 2.23212
O 0.69606 0.44315 -0.90389
H 0.12310 -0.07752 -0.33689
H 0.45690 0.44766 -1.83349
O -2.57619 -2.63353 -3.73532
H -1.70543 -3.01437 -3.83186
H -2.76869 1.17705 -3.75554
O -2.37281 -4.29231 -1.23535
H 1.87764 -3.48403 -3.14664
H -1.40264 -4.31360 -1.24364
O -0.00195 2.17161 -3.94490
H -2.57015 2.12580 -1.39966
H 0.78462 2.73324 -3.87093
O 2.76873 4.04662 -2.69722
H -3.18272 -3.01219 -4.37885
H 3.71470 3.89862 -2.80172
O 0.84035 3.05455 3.51501
H 2.85795 4.50618 -1.85305
H 0.72069 -1.34086 2.83046
O -3.51513 0.60158 4.42311
H 4.87190 -0.09817 1.60864
H -3.29136 -0.19030 4.94081
O -2.02283 -0.02454 -3.45760
H 1.69610 0.47705 1.88167
H -2.22142 -1.00712 -3.56085
H -1.44357 -2.60562 2.49840
H -3.27490 2.63128 -3.98505
*
```

***

3:
Below is a cluster of 18 separate species, H37O18 in total, with properties calculated with the ωB97M-V functional and the def2-TZVPD basis.

Summary:
**LUMO energy**: -2.7 eV
**HOMO level**: -12.797 eV

```
! RIJCOSX wB97M-V def2-TZVPD def2/J DEFGRID3
* xyz 1 1
O -1.17292 -1.20124 -0.06211
H -0.04823 -0.77327 1.15759
H -1.52347 -1.97870 -0.37800
O 1.30087 0.63743 0.29561
H -0.25860 -1.37274 -0.71354
O 1.03072 -2.08956 -1.67304
H 1.22878 -1.48357 -2.45750
H 0.71470 -3.04542 -1.89877
O -1.61075 -4.30503 -1.59340
H -2.30599 -4.43894 -0.83264
H -1.01574 -4.92966 -1.67605
O 3.42012 -3.71813 0.16634
H 2.67276 -3.61374 -0.55367
H 4.28403 -4.23881 -0.11924
O -1.06663 1.90509 0.29919
H -0.71030 1.93949 -0.61866
H -0.78217 0.99974 0.57645
O -2.60651 2.11110 -2.20179
H -3.01076 1.40699 -1.84866
H -3.33105 2.77134 -2.11499
O -4.37887 0.22028 -1.40849
H -5.14816 0.84009 -1.56342
H -4.78406 -0.21339 -0.63296
O 0.47885 -3.12919 3.24714
H 1.43445 -3.70568 3.42154
H 0.12808 -3.22849 4.12627
O -0.96750 1.65900 -4.59660
H -1.31030 2.49692 -4.99913
H -1.16927 1.72797 -3.64407
O -0.28500 1.17378 3.52186
H -0.74739 1.52969 4.24185
H 0.57104 1.53662 3.51788
O -2.26665 -1.58910 -2.87023
H -1.81901 -1.09538 -3.53517
H -2.88571 -0.89415 -2.49168
O 0.15788 -0.82404 2.06305
H 0.34100 -1.79990 2.65933
H -0.56309 -0.71575 2.67631
O -2.04117 3.92576 3.03385
H -1.88653 4.13885 2.14243
H -2.92427 3.56058 2.94993
O 4.50554 3.21118 0.01356
H 4.60700 3.67166 -0.62906
H 4.94519 2.41604 0.08972
O 1.95119 2.88778 0.94630
H 2.64921 3.46702 1.24002
H 1.09281 3.28948 0.93168
O 2.71834 -4.06016 2.66565
H 2.84565 -4.77312 2.03276
H 2.78506 -3.30837 1.96948
O 1.02348 3.79019 -1.96867
H 0.33875 3.13299 -1.62578
H 1.96017 3.66891 -1.79279
H 1.63359 1.34232 0.99736
H 1.80090 1.06723 -0.48301
*
```

***

Name the least stable of them. 3.

***

1:
Below is a cluster of 2 separate species, CH6P2 in total, with properties calculated with the ωB97M-V functional and the def2-TZVPD basis.

Summary:
**LUMO energy**: 0.1 eV
**HOMO level**: -8.845 eV

```
! RIJCOSX wB97M-V def2-TZVPD def2/J DEFGRID3
* xyz 0 1
C -0.06868 0.23908 0.16658
P -1.59684 -0.70791 0.08537
P 1.48366 -0.80770 -0.06315
H -0.08149 1.03624 0.90422
H 0.02800 1.56440 -1.10364
H -2.26696 0.44668 -0.29666
H -1.73546 -1.32517 -1.22753
H 0.98013 -1.87851 0.53161
H 2.27581 -0.52694 1.04676
*
```

***

2:
Below is an isolated molecule of CH6P2, with properties calculated with the ωB97M-V functional and the def2-TZVPD basis.

Summary:
**LUMO energy**: 0.7 eV
**HOMO level**: -7.205 eV
**SMILES**: CP=[PH3]

```
! RIJCOSX wB97M-V def2-TZVPD def2/J DEFGRID3
* xyz 0 1
C -1.03229 -1.18278 -0.01368
P -1.49870 0.54171 0.52513
P 0.46503 1.26056 0.13499
H -0.84080 -1.87516 0.81710
H -0.19989 -1.36900 -0.75642
H -2.02767 -1.48077 -0.47842
H 0.70610 0.49474 -1.01336
H 0.52023 2.55024 -0.31981
H 1.79105 1.25530 0.64502
*
```

***

Name the least stable of them. 1.

***

1:
Below is an isolated molecule of C4H7F2N, with properties calculated with the ωB97M-V functional and the def2-TZVPD basis.

Summary:
**LUMO energy (spin up / spin down)**: 0.7 / -0.1 eV
**HOMO level (spin up / spin down)**: -8.030 / -6.663 eV

```
! RIJCOSX wB97M-V def2-TZVPD def2/J DEFGRID3
* xyz 0 1
C 1.17564 0.12090 1.19356
C -0.00812 0.27358 0.18666
C 2.69184 -0.12483 0.44688
C -0.49741 -0.95193 -0.54378
N -0.08743 1.41017 -0.56278
F 2.81676 0.93765 -0.38671
F 2.63027 -1.13221 -0.40896
H 1.35240 1.09781 1.79455
H 1.20536 -0.74460 1.91532
H -1.17002 -1.70421 0.01390
H 0.39628 -1.42375 -0.82455
H -0.99468 -0.81147 -1.47610
H -0.56164 1.44639 -1.47418
H 0.52176 2.22486 -0.48313
*
```

***

2:
Below is an isolated molecule of C4H7F2N, with properties calculated with the ωB97M-V functional and the def2-TZVPD basis.

Summary:
**LUMO energy**: 0.8 eV
**HOMO level**: -8.294 eV
**SMILES**: CN(C)/C(F)=C/F

```
! RIJCOSX wB97M-V def2-TZVPD def2/J DEFGRID3
* xyz 0 1
C -0.98444 -1.37264 -0.29779
N -0.29629 -0.12663 -0.27054
C -1.01613 0.97912 0.28740
C 1.06836 -0.15448 -0.07267
F 1.58276 -1.28564 0.42907
C 1.98280 0.82036 -0.32595
F 3.15603 0.68734 0.29118
H -1.48816 -1.68758 -1.26140
H -0.21150 -2.26562 -0.06029
H -1.83859 -1.46278 0.46981
H -1.84755 1.28992 -0.32838
H -1.36310 0.96282 1.32726
H -0.30242 1.84033 0.24826
H 1.55825 1.77546 -0.43595
*
```

***

Name the least stable of them. 1.